Computed, not measured: a molecular structure, C26H43Cl2N2PSTc, with wB97M-V/def2-TZVPD.

Geometry as XYZ:
```
76
Properties=species:S:1:pos:R:3
Tc 0.11171 -0.10736 3.66981
Cl 2.04056 0.01821 2.45896
Cl -1.78301 -0.66124 2.51338
S 0.66848 -1.09185 5.68213
P 0.11568 -1.02186 -0.92203
N 0.70512 0.79781 7.67194
N -0.85778 -0.87295 7.85058
C -0.43403 1.62262 4.53040
C 1.17291 -3.57948 -1.27246
C 0.11795 -0.28255 7.13863
C -2.60073 0.63157 -3.77320
C 1.99478 -0.74800 -3.19523
C -2.92169 1.81293 -1.54559
C -0.47252 2.92953 3.89526
C -1.59788 1.21267 -1.04937
C 3.41652 -0.30705 -3.57285
C -1.44617 -4.81303 -1.88992
C 3.65597 1.18273 -3.30673
C -1.35801 -3.38510 -1.33111
C 1.07784 -5.00399 -1.83384
C -1.29268 5.22548 3.93053
C -2.95562 1.94682 -3.07123
C 1.88252 1.12132 -1.48966
C -1.17330 3.99464 4.53728
C -0.00638 4.44633 2.04762
C -1.26757 0.05195 -3.27481
C -0.25108 -5.67604 -1.47494
C -0.02487 -2.71011 -1.69922
C -0.71504 5.47766 2.67329
C 3.30346 1.56745 -1.86702
C 0.13751 3.19865 2.64727
C -1.31814 -0.12513 -1.75805
C 1.70356 -0.38509 -1.73340
H 4.01253 1.08450 -1.18116
H 3.60857 -0.54206 -4.62651
H 1.89247 -1.82752 -3.36856
H -2.38208 -5.27459 -1.55654
H -2.24177 2.72153 -3.37962
H 3.04334 1.77615 -3.99787
H -0.45239 0.74015 -3.54339
H 1.15723 1.68248 -2.09972
H -2.16933 -0.79442 -1.53649
H 1.68555 1.36092 -0.43485
H -0.28756 -5.84141 -0.39050
H -0.31463 -6.66008 -1.95121
H -0.77868 1.91819 -1.25286
H 1.17430 -4.96407 -2.92751
H -1.06411 -0.90289 -3.78123
H -3.39452 -0.10176 -3.57659
H 1.91802 -5.59726 -1.45612
H 4.13030 -0.89150 -2.97597
H -2.55831 0.77744 -4.85887
H -1.63392 1.06084 0.03902
H -3.94670 2.28484 -3.39409
H -0.85635 -0.74787 8.86535
H 2.12491 -3.12808 -1.58621
H -0.91106 1.70929 5.53392
H -0.81427 6.45103 2.19269
H -1.83914 6.03184 4.41989
H -3.74176 1.15504 -1.22777
H 0.72617 2.41215 2.17587
H 0.45236 4.63186 1.07777
H -1.44889 -3.41004 -0.23440
H -1.62232 3.80983 5.51487
H 4.70179 1.43375 -3.51527
H 3.39814 2.64990 -1.72605
H -3.08767 2.78748 -1.07294
H 1.33577 1.38559 7.12775
H -1.48187 -4.75929 -2.98643
H 1.26941 -0.25380 -3.85576
H 2.45247 -0.90966 -1.10720
H 0.00054 -2.55055 -2.79298
H 1.19224 -3.62393 -0.17300
H -2.20906 -2.80081 -1.70685
H 0.63013 0.94292 8.67768
H -1.29790 -1.69369 7.46323
```

Output
Multiplicity = 4
DFT total energy = -2866.73603 hartree
HOMO (spin up / spin down) = -0.2464 / -0.2687 Ha

Results of the Mulliken charge analysis, in e, for atoms 1 through 8: number 1, Tc, carries -0.2568; number 2, Cl, carries -0.4948; number 3, Cl, carries -0.5107; number 4, S, carries -0.3143; number 5, P, carries 0.4875; number 6, N, carries -0.3551; number 7, N, carries -0.4263; number 8, C, carries -0.4688


Computed, not measured: a molecular structure, C26H43ClN3O4Pm, with wB97M-V/def2-TZVPD.

Geometry as XYZ:
```
78
Properties=species:S:1:pos:R:3
Pm -0.02645 -0.00262 0.35067
Cl -2.57025 0.49154 0.76062
O -0.23272 -2.31941 -0.09929
O 2.35281 -0.43250 0.37006
O 0.04542 -0.68737 2.72934
O 0.24866 0.19913 -1.88267
N 0.56692 -4.26840 -0.97954
N -1.06505 0.06896 4.58165
N 3.57584 1.18053 -0.72193
C 1.51652 3.27048 3.27557
C 0.98172 2.70175 2.04694
C -0.26033 3.13654 -5.67516
C -2.00750 1.00878 5.18426
C -0.44772 -5.07361 -0.30894
C 0.62841 -2.95928 -0.77703
C 0.47400 2.72917 -3.00624
C 2.68342 4.20768 2.97828
C 0.71628 3.96281 -3.61726
C 3.89060 1.75870 -2.02658
C -0.09718 1.68905 -3.74223
C 0.53228 2.28259 0.97784
C -2.72827 1.15122 -2.69992
C 0.41104 4.04926 3.98957
C -2.33907 -1.31968 -2.70483
C -4.16660 1.08347 -2.31314
C 3.77444 2.01876 0.44851
C -0.76040 -1.11819 5.37918
C -1.91143 0.10239 -2.87477
C 0.32933 4.17843 -4.94800
C 2.01291 2.12159 4.16325
C -0.43805 1.88905 -5.08551
C -0.61081 0.19808 3.34625
C -0.40868 0.33472 -3.08779
C 1.58205 -4.96457 -1.76517
C 2.95648 0.00459 -0.65574
H 2.77055 1.52853 3.63838
H -4.50904 0.06903 -2.08039
H 2.26698 -4.22771 -2.18834
H 1.48987 -2.44762 -1.24061
H 2.14961 -5.67167 -1.14247
H 4.97854 1.82035 -2.16511
H 3.45524 1.12041 -2.80290
H -2.89152 0.46754 5.54264
H -0.59195 3.29782 -6.70369
H -2.30239 1.75510 4.43772
H 3.49229 3.67140 2.47825
H 2.98617 -0.58362 -1.58863
H 3.71321 1.40795 1.35363
H 1.10431 -5.53574 -2.57255
H 2.35950 5.02903 2.33487
H -0.16609 -0.82243 6.25524
H 1.18462 4.76118 -3.04217
H -4.79662 1.50054 -3.11054
H -0.21502 -1.84143 4.76912
H 1.19233 1.44466 4.42549
H -0.88884 1.06030 -5.63527
H 0.69936 2.57034 -1.94654
H -3.37435 -1.44684 -3.03904
H -1.70373 -1.54241 5.74906
H -0.09826 -0.45540 -3.79806
H -2.34228 2.16894 -2.80054
H 0.77806 4.44568 4.94302
H 3.06773 4.62438 3.91377
H -1.67857 -1.97665 -3.29226
H -0.83790 -5.79963 -1.02808
H -1.23396 -4.41368 0.05534
H -1.55439 1.51147 6.05212
H 2.44796 2.52417 5.08382
H -0.00206 -5.62216 0.53153
H -4.32177 1.70689 -1.42145
H 0.08872 4.88916 3.36438
H -0.46049 3.41341 4.18469
H -2.28707 -1.64159 -1.65263
H 3.00502 2.79402 0.49901
H -0.83770 1.14876 2.82757
H 0.50284 5.14728 -5.42387
H 4.75887 2.49031 0.36370
H 3.47210 2.77118 -2.11116
```

Output
Multiplicity = 5
DFT total energy = -2550.36885 hartree
HOMO (spin up / spin down) = -0.2804 / -0.2805 Ha

Results of the Mulliken charge analysis, in e, for atoms 1 through 8: number 1, Pm, carries 0.7217; number 2, Cl, carries -0.5576; number 3, O, carries -0.7164; number 4, O, carries -0.7061; number 5, O, carries -0.8065; number 6, O, carries 0.0649; number 7, N, carries 0.2776; number 8, N, carries 0.4251


Computed, not measured: a molecular structure, C26H43CrN3S2, with wB97M-V/def2-TZVPD.

Geometry as XYZ:
```
75
Properties=species:S:1:pos:R:3
Cr 0.13439 0.00489 0.04519
S 0.13196 1.08291 -2.21067
S 0.42430 -2.19787 0.91020
N -0.03578 1.87518 0.78341
N -1.88072 -0.57525 -0.48358
N 2.10501 0.47489 0.43516
C -2.64328 0.67862 2.80722
C -1.50272 6.72304 0.97547
C -1.37780 -2.59570 0.87932
C -1.70302 1.21578 -2.24583
C 4.44742 0.03031 0.66182
C 0.69374 6.75905 2.16451
C 6.26685 0.46103 3.13582
C 7.11842 1.41306 1.00314
C -1.57555 1.24532 3.38558
C -1.21565 2.51655 0.76432
C 6.09291 2.90548 2.72268
C 2.29779 1.69574 1.01819
C 4.64447 1.21587 1.39734
C 0.28079 -0.04401 -3.64121
C 6.00409 1.52166 2.05928
C 3.55188 2.07215 1.53592
C 1.07988 3.92133 1.31065
C 1.11887 2.53824 1.07863
C -2.11513 -2.05215 -0.32749
C 3.18889 -0.28245 0.14914
C -1.29799 3.88858 0.97712
C 0.60659 6.48017 -0.32445
C 0.95963 -3.01621 -0.65764
C -0.11924 4.61949 1.15551
C -2.36352 -0.08692 -1.82091
C -0.08785 6.13648 1.00374
H 5.48499 0.50327 3.90959
H 2.02172 4.42723 1.52168
H -3.45392 0.05912 -1.76432
H -3.36923 1.29188 2.26094
H 6.27037 -0.54240 2.68257
H 3.63053 3.02143 2.07281
H 0.78855 -2.38805 -1.54888
H -1.77106 -2.19872 1.82680
H -2.28964 4.33308 0.98592
H 2.03897 -3.18340 -0.52877
H 3.00800 -1.15305 -0.48495
H -0.83423 0.67911 3.95471
H -2.16857 -0.85962 -2.57081
H 5.91870 3.72798 2.01874
H -2.04979 6.32573 0.10630
H 8.09028 1.64733 1.46221
H 7.10519 3.03584 3.12963
H 1.28865 0.13029 -4.03136
H 0.59088 7.56522 -0.49395
H 5.23996 -0.68957 0.46405
H 7.24244 0.63014 3.61707
H 7.16434 0.39198 0.59917
H 0.66153 7.85266 2.10428
H 1.74551 6.45792 2.16373
H 0.44653 -3.99110 -0.75669
H 0.24934 6.46202 3.12376
H -2.01477 2.08410 -1.64225
H -2.92228 -0.36713 2.96735
H -3.20019 -2.23331 -0.20526
H 5.39658 3.00534 3.56134
H -2.03990 6.47311 1.89859
H -1.44555 2.33469 3.39674
H 6.94343 2.11832 0.17605
H -1.92974 1.42932 -3.30058
H 0.06844 6.00035 -1.15255
H -1.80003 -2.56984 -1.23974
H -1.41401 -3.69069 0.91764
H -2.49912 -0.14548 0.21526
H 0.17321 -1.09533 -3.34504
H -2.09660 1.88114 0.65811
H 1.64979 6.13799 -0.33679
H -0.44781 0.22566 -4.41754
H -1.44450 7.81686 0.87609
```

Output
Multiplicity = 5
DFT total energy = -3021.17021 hartree
HOMO (spin up / spin down) = -0.5083 / -0.5423 Ha
Total charge = +2

Results of the Mulliken charge analysis, in e, for atoms 1 through 8: number 1, Cr, carries 0.4764; number 2, S, carries 0.1914; number 3, S, carries -0.1099; number 4, N, carries 0.6610; number 5, N, carries 0.3040; number 6, N, carries 0.3463; number 7, C, carries -0.6217; number 8, C, carries -1.9601